No. 1
Molecular formula: C10H23N4O2Pt
Method: DFT, ωB97M-V/def2-TZVPD

Structure (XYZ):
```
40
Properties=species:S:1:pos:R:3:forces:R:3
Pt -1.227 0.152 -0.869 0.10 0.00 -0.14
N -1.402 0.591 -3.070 -0.05 0.07 -0.06
C -0.719 1.691 -3.782 0.03 -0.02 0.04
C -0.914 3.028 -3.065 0.01 -0.06 0.06
C 0.311 3.499 -2.276 -0.03 0.00 -0.03
C 0.819 2.519 -1.232 -0.06 0.06 -0.01
N -0.265 2.123 -0.294 0.20 -0.16 0.07
H -1.228 -0.295 -3.535 0.03 0.01 -0.02
H -2.413 0.721 -3.090 0.00 -0.03 -0.02
H -1.095 1.750 -4.804 -0.03 0.00 -0.03
H 0.341 1.440 -3.849 0.00 0.00 -0.02
H -1.784 2.938 -2.405 0.00 0.04 -0.03
H -1.171 3.802 -3.787 0.01 0.00 -0.02
H 0.080 4.454 -1.794 0.01 -0.01 0.00
H 1.133 3.696 -2.968 -0.01 0.02 -0.01
H 1.647 2.971 -0.687 0.00 0.03 0.04
H 1.200 1.616 -1.709 0.02 -0.03 0.03
H -0.970 2.851 -0.249 -0.02 -0.01 0.02
H 0.095 2.014 0.647 0.04 0.02 -0.02
N 0.007 -0.913 0.481 -0.02 0.35 0.20
C 0.348 -1.462 1.443 0.20 -0.35 0.01
N 0.736 -2.134 2.489 -0.04 0.18 0.04
C 1.411 -1.458 3.617 -0.06 -0.07 -0.06
C 2.886 -1.812 3.584 0.02 -0.06 -0.03
O 3.055 -3.215 3.596 0.01 -0.01 -0.01
C 2.485 -3.829 2.455 0.03 0.04 0.05
C 0.987 -3.588 2.415 -0.05 0.03 -0.03
H 0.958 -1.828 4.536 -0.03 0.01 0.01
H 1.248 -0.384 3.547 -0.01 0.02 -0.02
H 3.388 -1.420 4.466 0.02 -0.01 0.02
H 3.353 -1.382 2.688 0.03 0.01 -0.01
H 2.690 -4.894 2.529 0.03 -0.01 0.00
H 2.952 -3.439 1.542 0.02 0.01 -0.02
H 0.510 -4.044 3.283 -0.03 -0.01 0.01
H 0.537 -3.989 1.510 -0.02 0.02 -0.02
C -4.026 -0.358 -0.233 -0.02 -0.01 -0.07
O -3.127 -0.143 -1.302 -0.38 -0.09 0.13
H -4.359 -1.399 -0.230 0.00 -0.03 -0.04
H -4.904 0.282 -0.339 -0.02 0.04 -0.04
H -3.571 -0.152 0.741 0.06 0.01 0.01
```
Forces are in eV/Å.

## Properties
Calculated total energy in Eh: -883.335226
Spin multiplicity: 3
Expectation value of S²: 2.01
LUMO energy (alpha / beta) in eV: -2.38 / -3.56
Total charge: +1
Frontier orbital gap (alpha / beta) in eV: 8.5 / 8.3

No. 2
Molecular formula: C10H23NO2
Method: DFT, ωB97M-V/def2-TZVPD

Structure (XYZ):
```
36
Properties=species:S:1:pos:R:3:forces:R:3
C 0.440 -3.257 1.324 0.29 -0.09 -0.19
C -0.231 -2.804 0.049 -0.22 0.08 0.02
O -1.625 -2.667 0.265 0.11 -0.02 0.06
C -2.285 -1.846 -0.687 -0.20 -0.08 0.11
C -2.523 -0.421 -0.168 0.21 -0.04 -0.34
C -1.748 0.695 -0.886 -0.35 -0.08 -0.02
C -1.910 2.033 -0.167 0.20 0.07 0.08
C -0.944 2.334 1.011 -0.34 -0.10 -0.03
C 0.194 1.368 1.265 0.28 0.18 0.06
O 1.273 1.705 0.403 -0.10 0.00 -0.13
C 2.112 0.630 0.062 0.05 0.31 0.02
C 3.411 1.137 -0.533 -0.14 -0.19 -0.29
N 3.161 1.989 -1.703 0.23 -0.21 0.15
H 1.520 -3.135 1.217 0.04 -0.01 0.03
H 0.112 -2.656 2.168 -0.07 0.01 0.05
H 0.257 -4.311 1.522 -0.17 0.00 0.11
H -0.064 -3.523 -0.760 0.11 -0.03 -0.07
H 0.190 -1.848 -0.272 0.05 0.17 -0.01
H -3.244 -2.328 -0.880 -0.03 -0.04 -0.01
H -1.735 -1.844 -1.633 0.07 0.05 -0.06
H -2.313 -0.429 0.901 -0.01 0.04 0.10
H -3.582 -0.189 -0.293 -0.07 0.05 0.19
H -0.702 0.431 -1.048 0.11 0.02 0.11
H -2.191 0.797 -1.879 0.11 -0.03 -0.09
H -2.934 2.053 0.212 -0.05 0.12 0.01
H -1.845 2.857 -0.877 0.07 -0.06 -0.13
H -0.481 3.306 0.840 0.02 0.06 0.10
H -1.523 2.424 1.930 0.01 -0.02 0.08
H 0.531 1.486 2.301 0.03 -0.08 0.06
H -0.098 0.322 1.142 -0.07 -0.08 -0.12
H 2.338 0.024 0.945 0.01 -0.15 0.01
H 1.619 0.000 -0.690 -0.11 -0.19 0.04
H 3.984 1.686 0.210 -0.07 0.17 0.04
H 3.987 0.240 -0.796 0.13 -0.01 0.13
H 4.049 2.337 -2.046 0.00 0.12 -0.01
H 2.801 1.404 -2.448 -0.14 0.06 -0.07
```
Forces are in eV/Å.

## Properties
Calculated total energy in Eh: -600.004676
LUMO energy in eV: 0.93
Structure (SMILES): CCOCCCCCCOCCN
Relative energy (zero: lowest compared OMol25 entry of this formula, charge and spin) in eV: 1.447
Frontier orbital gap in eV: 10.2

No. 3
Molecular formula: C10H23NO5
Method: DFT, ωB97M-V/def2-TZVPD

Structure (XYZ):
```
39
Properties=species:S:1:pos:R:3:forces:R:3
C -0.122 2.289 -2.962 1.22 -2.04 -0.43
C 0.657 1.340 -1.945 1.86 2.79 0.19
C 1.405 2.227 -0.929 -0.67 -0.66 0.37
O 2.257 1.535 -0.068 -0.39 -1.49 1.22
O -0.200 0.433 -1.313 -2.11 -2.83 1.40
N -0.239 0.181 0.122 1.65 2.44 -0.35
O 0.918 -0.505 0.641 -2.18 0.60 -0.31
C 1.178 -1.817 0.107 1.67 0.64 2.56
C 2.463 -1.781 -0.680 -0.87 -2.39 1.03
C 1.048 -2.722 1.382 -2.01 0.27 -0.80
O 1.819 -2.371 2.472 1.39 1.40 1.20
C -1.586 0.032 0.738 -0.57 -0.66 -2.72
C -2.219 -1.380 0.489 -2.24 0.75 0.41
C -2.482 1.076 -0.018 1.52 -0.96 -0.90
C -1.500 0.342 2.197 2.27 1.05 0.59
O -0.787 1.662 2.373 -3.63 -1.48 1.12
H 0.088 3.345 -2.990 0.80 0.29 0.46
H -0.002 1.907 -4.013 -0.44 0.26 1.07
H -1.104 2.223 -2.607 -1.86 -0.18 -0.07
H 1.368 0.712 -2.456 0.43 -0.06 -0.48
H 1.987 3.027 -1.368 -0.02 0.03 -0.51
H 0.607 2.661 -0.339 -0.42 0.64 0.18
H 1.719 0.800 0.433 1.62 1.78 -1.44
H 0.381 -2.002 -0.482 -2.52 -1.01 -2.19
H 3.234 -1.579 0.042 0.81 -0.10 -0.15
H 2.482 -2.811 -1.110 0.78 0.66 0.26
H 2.455 -1.091 -1.476 -0.09 0.97 -0.73
H -0.036 -2.548 1.726 1.12 -0.78 -0.88
H 1.223 -3.800 1.112 -0.09 1.00 0.50
H 1.681 -1.430 2.805 -0.08 -1.81 -1.12
H -1.560 -2.130 0.162 1.16 -0.81 -0.07
H -2.975 -1.338 -0.328 0.46 0.23 0.49
H -2.801 -1.781 1.361 0.67 0.42 -0.47
H -2.070 2.098 0.058 -0.13 -0.55 -0.18
H -2.551 0.691 -1.093 -0.17 0.98 1.53
H -3.414 1.032 0.493 -1.04 0.07 0.12
H -2.504 0.329 2.676 0.77 0.63 -0.39
H -0.931 -0.492 2.656 -0.07 0.59 0.16
H 0.114 1.636 2.128 1.41 -0.69 -0.67
```
Forces are in eV/Å.

## Properties
Calculated total energy in Eh: -825.556102
LUMO energy in eV: 0.66
Structure (SMILES): C[C@@H](CO)ON(O[C@@H](C)CO)C(C)(C)CO
Relative energy (zero: lowest compared OMol25 entry of this formula, charge and spin) in eV: 4.808
Frontier orbital gap in eV: 9.5

No. 4
Molecular formula: C10H24BFGdNO3Si
Method: DFT, ωB97M-V/def2-TZVPD

Structure (XYZ):
```
42
Properties=species:S:1:pos:R:3:forces:R:3
C 0.318 -0.552 3.873 -0.09 -0.24 0.06
O -0.729 -1.348 3.318 -0.01 0.03 0.16
C -1.572 -0.656 2.473 0.62 -0.24 -0.01
C -0.945 -0.397 1.074 -1.26 0.24 -0.06
F 0.033 -1.309 0.851 0.46 -0.12 -0.05
O -1.953 -0.700 0.091 -0.16 -1.06 0.06
B -1.983 0.315 -1.007 -0.73 0.12 -0.20
C -1.732 -0.267 -2.518 0.30 0.27 0.61
C -0.267 -0.619 -2.749 -0.41 -0.61 -0.25
C -0.232 -2.093 -3.152 0.47 0.13 0.42
N -0.612 -2.988 -2.015 -1.25 0.29 0.37
O -1.175 1.347 -0.504 0.00 0.33 -0.04
C -0.581 1.052 0.726 0.10 -0.47 -0.27
Si 1.328 1.579 0.505 1.20 0.60 -0.38
C 2.489 0.135 0.233 -0.19 0.19 0.08
C 1.399 2.656 -1.025 -0.51 -0.44 0.51
C 1.926 2.580 1.949 -0.27 -0.19 0.09
H -0.049 0.440 4.131 -0.01 0.17 0.00
H 0.642 -1.045 4.781 0.07 -0.09 0.10
H 1.160 -0.499 3.184 0.10 0.14 -0.12
H -2.441 -1.297 2.321 -0.22 0.03 0.02
H -1.895 0.290 2.909 -0.20 0.14 -0.01
H -3.157 0.743 -1.076 0.08 0.22 0.08
H -2.211 -1.245 -2.636 -0.95 0.14 0.07
H -2.186 0.400 -3.241 0.06 0.05 -0.20
H 0.291 -0.458 -1.831 0.46 -0.07 -0.06
H 0.177 -0.048 -3.557 0.08 0.25 0.05
H -0.978 -2.294 -3.915 0.15 0.17 -0.39
H 0.758 -2.330 -3.530 0.04 -0.38 -0.05
H 0.180 -3.226 -1.435 0.20 -0.07 0.10
H -0.998 -3.843 -2.395 0.61 -0.45 -0.27
H -0.987 1.732 1.477 0.10 0.27 0.05
H 3.301 0.534 -0.374 0.09 0.11 -0.07
H 2.936 -0.183 1.171 -0.05 -0.26 0.11
H 2.078 -0.713 -0.299 -0.01 -0.17 0.00
H 2.308 3.244 -0.947 0.18 0.04 -0.14
H 1.431 2.018 -1.904 0.08 0.10 -0.26
H 0.554 3.332 -1.106 -0.06 0.16 -0.08
H 1.473 3.566 1.986 -0.15 0.08 0.09
H 1.829 2.091 2.915 -0.08 0.01 0.15
H 2.993 2.736 1.788 0.14 -0.03 -0.10
Gd -2.922 -2.683 -0.540 1.02 0.62 -0.15
```
Forces are in eV/Å.

## Properties
Calculated total energy in Eh: -1855.190545
Spin multiplicity: 8
Expectation value of S²: 16.78
LUMO energy (alpha / beta) in eV: -8.62 / -9.61
Total charge: +2
Frontier orbital gap (alpha / beta) in eV: 7.5 / 6.2